Density functional theory data (the ωB97M-V functional and the def2-TZVPD basis) for C16H18N6O in the gas phase at a distorted geometry.

```
41
Properties=species:S:1:pos:R:3:mulliken_charge:R:1
C -4.7609 -1.6177 -0.1958 -1.43
C -3.6110 -0.6781 -0.3670 0.92
C -2.6872 -0.8444 -1.3966 -0.61
C -1.6206 0.0235 -1.5213 -0.40
C -1.5050 1.0394 -0.5773 0.27
N -0.4380 1.9364 -0.5217 -0.04
C 0.7477 1.8763 -1.1875 0.26
O 0.9319 1.2458 -2.2041 -0.61
C 1.8560 2.6378 -0.4755 -0.78
C 2.1857 1.9174 0.8557 -1.86
C 1.7993 0.4579 0.8071 0.52
C 0.7458 -0.0642 1.6092 1.69
C 0.0644 0.7294 2.6802 -1.52
N 0.2952 -1.2904 1.4812 -0.63
C 0.8586 -2.0780 0.5867 0.37
N 0.5912 -3.3298 0.2563 -0.77
C 1.5158 -3.6151 -0.6639 -0.27
N 2.3596 -2.6420 -0.9529 -1.51
N 1.9517 -1.6451 -0.1687 0.88
C 2.4298 -0.3900 -0.0837 1.32
C 3.5699 -0.0518 -0.9767 -1.70
N -2.3785 1.2191 0.4061 -0.58
C -3.4002 0.3860 0.4987 -0.63
H -4.3996 -2.5797 0.1668 0.29
H -5.4787 -1.2262 0.5206 0.36
H -5.2638 -1.7859 -1.1465 0.36
H -2.8039 -1.6575 -2.0983 0.41
H -0.8911 -0.0801 -2.3063 0.53
H -0.5056 2.5543 0.2766 0.36
H 1.5491 3.6660 -0.2819 0.52
H 2.7229 2.6572 -1.1338 0.35
H 3.2542 2.0140 1.0598 0.46
H 1.6530 2.4021 1.6712 0.37
H -0.4804 0.0330 3.3111 0.40
H 0.7765 1.2839 3.2868 0.45
H -0.6613 1.4174 2.2484 0.28
H 1.5772 -4.5727 -1.1409 0.45
H 3.1802 0.3690 -1.9039 0.27
H 4.2418 0.6657 -0.5136 0.37
H 4.1071 -0.9644 -1.2239 0.51
H -4.0785 0.5817 1.3193 0.34
```

Multiplicity: 1
Frontier orbital gap, Ha: 0.3417
Structure (SMILES): Cc1ccc(NC(=O)CCc2c(C)nc3ncnn3c2C)nc1
HOMO level, eV: -8.701
Energy relative to the best compared isomer or geometry (same formula, charge and spin), kJ/mol: 0.0
Net charge: 0

Density functional theory data (the ωB97M-V functional and the def2-TZVPD basis) for a gas-phase ion, C5H10NO (charge +1) at a distorted geometry.

```
17
Properties=species:S:1:pos:R:3:mulliken_charge:R:1
C 0.4643 0.2925 0.2789 0.53
C -1.5528 0.8916 -1.2969 -0.46
C 1.5307 1.3777 0.1768 -1.51
C -1.5823 -1.0729 -0.1388 -1.36
C -0.6912 0.0705 -0.3549 0.53
N 0.9883 -0.5878 1.4275 -0.30
O -1.4423 0.7835 -2.5623 -0.20
H 1.6455 1.7601 1.1535 0.47
H 2.4648 0.8497 -0.2492 0.41
H 1.0409 2.0869 -0.5087 0.37
H -1.1757 -1.9728 0.3343 0.34
H -2.3622 -0.7884 0.6187 0.34
H -2.1591 -1.6241 -1.0328 0.32
H 0.5660 -0.3344 2.3294 0.35
H 1.9883 -0.2765 1.4504 0.43
H 1.0025 -1.6572 1.2277 0.39
H -0.7257 0.2016 -2.8536 0.35
```

Multiplicity: 1
Frontier orbital gap, Ha: 0.3150
HOMO level, eV: -12.347
Energy relative to the best compared isomer or geometry (same formula, charge and spin), kJ/mol: 483.1
Net charge: +1

Density functional theory data (the ωB97M-V functional and the def2-TZVPD basis) for a molecular structure, C29H18Cl2MnN3O2S2 at a distorted geometry.

```
57
Properties=species:S:1:pos:R:3:lowdin_spin:R:1
Mn 0.4381 -0.1134 -0.0257 0.86
Cl -1.3851 -1.4724 0.1259 -0.01
C -2.8148 -0.5031 0.1073 0.01
C -4.0696 -1.0782 0.1460 0.00
C -5.1677 -0.2374 0.0985 0.01
C -5.0104 1.1394 0.0130 0.00
C -3.7459 1.7003 -0.0194 0.00
Cl -3.5545 3.4048 -0.1201 0.00
C -2.6147 0.8729 0.0310 0.01
S -1.0030 1.5329 0.0095 0.05
H -4.1839 -2.1516 0.2093 0.00
H -6.1630 -0.6578 0.1265 0.00
H -5.8713 1.7922 -0.0253 0.00
N 8.9887 -5.6582 -0.0594 0.00
C 7.9833 -5.1261 0.1003 0.00
C 6.7155 -4.4780 0.2525 0.00
C 5.5783 -5.0566 -0.3127 0.00
C 4.3742 -4.3838 -0.2769 0.00
C 4.2815 -3.1289 0.3304 0.00
C 5.3994 -2.6089 0.9829 0.00
C 6.6129 -3.2703 0.9376 0.00
C 3.0555 -2.3172 0.2359 0.00
C 2.5001 -1.7797 1.4038 0.00
C 2.8592 -2.0580 2.7394 0.00
C 1.9709 -1.3791 3.5552 0.00
C 1.0856 -0.7104 2.7061 0.00
N 1.3873 -0.9466 1.4214 0.00
C 2.4807 -2.1007 -1.0261 0.01
C 2.8919 -2.5640 -2.2960 0.00
C 1.9652 -2.1133 -3.2208 0.00
C 1.0162 -1.3771 -2.5069 0.00
N 1.3208 -1.3569 -1.2015 0.00
H 5.6600 -6.0276 -0.7814 0.00
H 3.4842 -4.8413 -0.6892 0.00
H 5.3201 -1.6597 1.4936 0.00
H 7.4905 -2.8470 1.4015 0.00
H 3.6634 -2.7079 3.0425 0.00
H 1.9434 -1.3720 4.6318 0.00
H 0.2615 -0.0687 2.9830 0.00
H 3.7669 -3.1579 -2.4961 0.00
H 1.9588 -2.2940 -4.2826 0.00
H 0.1480 -0.8622 -2.8949 0.00
O 8.4675 2.3091 0.4679 0.00
C 7.8343 1.2882 -0.1225 0.00
O 8.4404 0.3818 -0.6171 0.00
C 6.3323 1.3269 -0.1218 0.00
C 5.6137 1.7180 1.0043 0.00
C 4.2288 1.6993 0.9852 0.00
C 3.5669 1.2979 -0.1709 0.01
S 1.8292 1.5668 -0.2875 0.05
C 4.2800 0.8878 -1.2956 0.00
C 5.6622 0.8839 -1.2575 0.00
H 7.8696 3.0142 0.7398 0.00
H 6.1284 2.0301 1.9055 0.00
H 3.6620 2.0197 1.8503 0.00
H 3.7508 0.6128 -2.1995 0.00
H 6.2390 0.5638 -2.1153 0.00
```

Multiplicity: 2
Frontier orbital gap (spin up / spin down), Ha: 0.1845 / 0.1809
HOMO level (spin up / spin down), eV: -11.287 / -11.281
Energy relative to the best compared isomer or geometry (same formula, charge and spin), kJ/mol: 0.0
Net charge: +1

Density functional theory data (the ωB97M-V functional and the def2-TZVPD basis) for 2 unconnected molecules or ions with the total composition C3H6N2O3 at a distorted geometry.

```
14
Properties=species:S:1:pos:R:3:mulliken_charge:R:1
C -0.9661 -0.6217 0.9046 -0.53
C -1.8590 0.1667 -0.2351 0.61
C 0.9979 1.0307 0.2099 0.14
H 2.7010 -0.9722 -0.2349 0.34
H -1.2151 -0.0399 1.8081 0.30
H -0.9717 -1.7308 0.9007 0.31
H -0.8108 -0.8052 -1.3962 0.45
H 0.5643 1.9508 0.6982 0.36
H 2.3981 0.1253 -0.8375 0.09
N 0.4810 -0.2323 0.6118 0.13
N 2.0140 1.2512 -0.6125 -0.56
O 1.0182 -0.9693 -0.4557 -0.66
O -1.6751 -0.2748 -1.3681 -0.39
O -2.6767 1.1215 0.0066 -0.60
```

Multiplicity: 1
Frontier orbital gap, Ha: 0.2644
HOMO level, eV: -9.586
Energy relative to the best compared isomer or geometry (same formula, charge and spin), kJ/mol: 879.4
Net charge: 0

Density functional theory data (the ωB97M-V functional and the def2-TZVPD basis) for a molecular structure, C3H7CrO2 at a distorted geometry.

```
13
Properties=species:S:1:pos:R:3:lowdin_spin:R:1
C 0.0410 1.1951 -0.2857 -0.32
O -0.9999 0.8015 0.6394 -0.04
C -1.5825 -0.3576 0.4922 0.00
C -1.5862 -1.1543 -0.6209 0.03
H 1.5544 0.6491 0.5010 0.01
H -0.5546 1.9124 -0.8818 -0.01
H 0.8967 1.8074 -0.5979 -0.01
H -1.9141 -0.7591 1.4547 0.00
H -1.5031 -0.7277 -1.6256 0.01
H -1.9643 -2.1705 -0.4956 0.01
Cr 0.7354 -1.2884 -0.7624 4.26
O 2.1389 -0.5386 0.2707 0.05
H 3.0190 -0.3262 -0.0500 0.01
```

Multiplicity: 5
Frontier orbital gap (spin up / spin down), Ha: 0.2735 / 0.3169
HOMO level (spin up / spin down), eV: -12.720 / -13.409
Energy relative to the best compared isomer or geometry (same formula, charge and spin), kJ/mol: 440.5
Net charge: +1

Density functional theory data (the ωB97M-V functional and the def2-TZVPD basis) for a molecular structure, ClNa2.

```
3
Properties=species:S:1:pos:R:3:lowdin_spin:R:1
Na -1.4591 1.3137 -0.5919 0.52
Na 1.7376 -0.7119 -0.4468 0.38
Cl -0.2785 -0.6018 1.0388 0.09
```

Multiplicity: 2
Frontier orbital gap (spin up / spin down), Ha: 0.1230 / 0.3464
HOMO level (spin up / spin down), eV: -4.074 / -9.554
Net charge: 0

Density functional theory data (the ωB97M-V functional and the def2-TZVPD basis) for C5H11NO in the gas phase.

```
18
Properties=species:S:1:pos:R:3:mulliken_charge:R:1
C 2.4076 -0.4428 -0.3859 -0.88
N 1.4748 0.4984 -0.9506 -0.25
C 0.2892 0.9399 -0.3138 -0.38
O 0.2533 0.8311 1.0821 -0.55
C -0.7988 0.1695 0.3347 1.30
C -0.8276 -1.3378 0.3313 -1.33
C -2.1450 0.8289 0.5454 -1.39
H 3.4380 -0.0982 -0.5419 0.29
H 2.3372 -1.4598 -0.7997 0.28
H 2.2408 -0.4948 0.6904 0.34
H 1.4775 0.5983 -1.9523 0.19
H -0.0199 1.9129 -0.7122 0.37
H -1.4335 -1.7239 1.1607 0.32
H 0.1725 -1.7693 0.4076 0.36
H -1.2849 -1.6770 -0.6062 0.29
H -2.8982 0.4521 -0.1565 0.34
H -2.5037 0.6316 1.5635 0.31
H -2.0695 1.9144 0.4296 0.38
```

Multiplicity: 1
Frontier orbital gap, Ha: 0.3376
Structure (SMILES): CN[C@@H]1OC1(C)C
HOMO level, eV: -8.244
Energy relative to the best compared isomer or geometry (same formula, charge and spin), kJ/mol: 189.3
Net charge: 0

Density functional theory data (the ωB97M-V functional and the def2-TZVPD basis) for C4H9NO in the gas phase at a distorted geometry.

```
15
Properties=species:S:1:pos:R:3:mulliken_charge:R:1
C -0.2879 -2.0058 -0.0324 -1.42
C -0.3909 -0.5456 -0.2373 -0.01
C 0.6386 0.2976 -0.1003 0.42
N 1.9492 -0.0827 0.0294 -0.43
O 0.4236 1.6321 -0.0820 -0.42
C -0.9909 2.0044 0.1473 -0.79
H 0.3354 -2.2273 0.8400 0.34
H 0.1349 -2.5145 -0.9044 0.29
H -1.2771 -2.4384 0.1449 0.34
H -1.2745 -0.1925 -0.7454 0.36
H 2.1669 -1.0623 -0.0600 0.18
H 2.6505 0.5558 0.3573 0.21
H -1.2701 2.5582 -0.7343 0.28
H -1.8955 1.3758 0.3724 0.36
H -0.9122 2.6452 1.0048 0.28
```

Multiplicity: 1
Frontier orbital gap, Ha: 0.3089
Structure (SMILES): C/C=C(\N)OC
HOMO level, eV: -7.350
Energy relative to the best compared isomer or geometry (same formula, charge and spin), kJ/mol: 230.9
Net charge: 0

Density functional theory data (the ωB97M-V functional and the def2-TZVPD basis) for a molecular structure, C31H28I2NP2Pd at a distorted geometry.

```
65
Properties=species:S:1:pos:R:3:mulliken_charge:R:1
Pd -0.0077 -0.3444 -0.8011 -0.21
C 0.7870 -2.6695 1.3334 -0.90
P -0.0353 -2.5447 -0.2593 2.26
C 0.9413 -3.5211 -1.4080 0.48
C 0.5375 -4.8110 -1.7649 -0.53
C 1.3666 -5.5947 -2.5523 -0.79
C 2.5908 -5.1005 -2.9831 -0.59
C 2.9915 -3.8197 -2.6282 -1.02
C 2.1705 -3.0239 -1.8433 0.10
C -1.6646 -3.2936 -0.1871 0.55
C -2.2248 -3.6806 1.0260 -0.67
C -3.4982 -4.2417 1.0531 -0.66
C -4.2064 -4.4176 -0.1240 -0.58
C -3.6482 -4.0379 -1.3414 -0.79
C -2.3854 -3.4741 -1.3721 -0.27
C 1.9001 -1.7110 1.1385 -0.35
C 3.2154 -1.7062 1.4280 -1.11
C 3.7466 -0.4701 0.8973 -1.02
C 2.7174 0.2003 0.3190 -0.09
C 2.6420 1.3969 -0.5738 -0.58
P 2.0914 0.6903 -2.1868 1.51
C 0.5349 1.5664 -2.5934 -0.50
C -0.1427 1.0603 -3.7184 -0.47
C -1.2956 1.6597 -4.1831 -0.74
C -1.8340 2.7544 -3.5057 -0.39
C -1.2017 3.2463 -2.3781 -0.93
C -0.0155 2.6630 -1.9307 0.26
C 3.2402 1.4179 -3.4144 0.21
C 4.4188 0.7134 -3.6597 -0.37
C 5.3680 1.2143 -4.5420 -0.63
C 5.1382 2.4137 -5.2006 -0.49
C 3.9623 3.1172 -4.9724 -0.69
C 3.0200 2.6227 -4.0812 -0.35
N 1.5499 -0.5246 0.4758 0.02
H 1.1112 -3.6943 1.5062 0.46
H 0.1032 -2.3643 2.1296 0.54
H -0.4112 -5.2094 -1.4305 0.39
H 1.0557 -6.5941 -2.8277 0.44
H 3.2344 -5.7175 -3.5976 0.41
H 3.9458 -3.4352 -2.9652 0.46
H 2.4779 -2.0230 -1.5755 0.16
H -1.6811 -3.5574 1.9528 0.35
H -3.9304 -4.5449 1.9979 0.43
H -5.1944 -4.8593 -0.0978 0.41
H -4.1995 -4.1834 -2.2613 0.44
H -1.9450 -3.1924 -2.3242 0.63
H 3.7507 -2.4588 1.9872 0.51
H 4.7649 -0.1171 0.9767 0.53
H 3.5801 1.9330 -0.6873 0.65
H 1.8913 2.0804 -0.1747 0.11
H 0.2696 0.2031 -4.2397 0.42
H -1.7874 1.2747 -5.0680 0.42
H -2.7417 3.2226 -3.8664 0.40
H -1.6069 4.1061 -1.8577 0.54
H 0.4947 3.0968 -1.0809 0.44
H 4.5969 -0.2303 -3.1537 0.35
H 6.2825 0.6630 -4.7228 0.41
H 5.8730 2.7992 -5.8964 0.39
H 3.7825 4.0531 -5.4865 0.41
H 2.1061 3.1806 -3.9085 0.33
I -2.7492 -0.0514 -1.0705 0.14
C -2.8043 1.4317 0.4545 -0.92
I -1.0430 1.4662 1.5975 0.16
H -3.6411 1.1947 1.0976 0.54
H -2.9249 2.3856 -0.0414 0.40
```

Multiplicity: 1
Frontier orbital gap, Ha: 0.2260
HOMO level, eV: -10.337
Energy relative to the best compared isomer or geometry (same formula, charge and spin), kJ/mol: 17.7
Net charge: +1

Density functional theory data (the ωB97M-V functional and the def2-TZVPD basis) for C3H7NO2S in the gas phase at a distorted geometry.

```
14
Properties=species:S:1:pos:R:3:mulliken_charge:R:1
C 1.9883 2.0934 0.0396 -0.76
C 2.4340 0.6292 0.0646 -0.31
O 1.2383 0.0095 -0.5543 -0.45
C 0.1200 -0.2088 0.3673 0.64
O 0.0944 0.0265 1.5396 -0.49
N -0.9226 -0.4636 -0.6190 -0.27
S -2.4228 -1.2414 -0.3131 -0.13
H 2.7767 3.0733 0.3040 0.27
H 1.2660 2.0909 0.8307 0.25
H 1.3766 2.2524 -0.9742 0.23
H 2.5130 0.2949 1.1494 0.25
H 3.1330 0.2379 -0.5488 0.33
H -0.5894 -0.1821 -1.5567 0.29
H -3.1703 -0.0309 -0.5729 0.15
```

Multiplicity: 1
Frontier orbital gap, Ha: 0.3703
Structure (SMILES): CCOC(=O)NS
HOMO level, eV: -9.491
Energy relative to the best compared isomer or geometry (same formula, charge and spin), kJ/mol: 258.6
Net charge: 0

Density functional theory data (the ωB97M-V functional and the def2-TZVPD basis) for C3H5N3 in the gas phase at a distorted geometry.

```
11
Properties=species:S:1:pos:R:3:mulliken_charge:R:1
N 0.6119 -1.7384 0.0302 -0.19
C 0.1923 -0.3265 0.0465 0.38
N 0.9094 0.6674 0.5543 -0.82
N 0.0668 1.6808 0.2960 0.27
C -1.0875 1.2721 -0.3378 -0.40
C -1.0573 -0.1081 -0.5371 -1.03
H 1.4556 -1.9251 -0.5208 0.36
H 0.7189 -2.1649 0.9563 0.36
H 0.3418 2.6123 0.5740 0.21
H -1.8306 2.0246 -0.5881 0.42
H -0.3212 -1.9941 -0.4735 0.45
```

Multiplicity: 1
Frontier orbital gap, Ha: 0.2951
HOMO level, eV: -7.671
Energy relative to the best compared isomer or geometry (same formula, charge and spin), kJ/mol: 365.7
Net charge: 0

Density functional theory data (the ωB97M-V functional and the def2-TZVPD basis) for C3H6F2N2 in the gas phase at a distorted geometry.

```
13
Properties=species:S:1:pos:R:3:mulliken_charge:R:1
H -0.9169 1.7642 -1.6983 0.22
N -0.2838 1.6511 -0.9165 -0.70
C -0.0797 0.3745 -0.8070 0.44
N -0.4849 -0.6779 -1.5744 -0.37
C 0.8017 -0.0509 0.3452 0.19
F 1.3881 -1.3112 0.1758 -0.34
C 0.0580 -0.0155 1.6841 -0.46
F -1.0613 -0.8708 1.6246 -0.31
H -1.1762 -0.5668 -2.3118 0.20
H -0.2590 -1.5967 -1.2903 0.21
H 1.6207 0.6812 0.4531 0.29
H -0.3289 0.9734 1.8307 0.35
H 0.7221 -0.3545 2.4849 0.29
```

Multiplicity: 1
Frontier orbital gap, Ha: 0.3859
Structure (SMILES): [H]/N=C(\N)[C@H](F)CF
HOMO level, eV: -9.567
Energy relative to the best compared isomer or geometry (same formula, charge and spin), kJ/mol: 0.0
Net charge: 0